DFT (wB97M-V/def2-TZVPD) results for 8 unconnected molecules or ions with the total composition C37H53ClO19.

Positions of all 110 atoms, in Å:
C (5.7718, 2.8606, 4.9243)
C (4.9538, 3.2874, 3.6049)
O (4.4450, 4.6389, 3.6078)
C (3.5582, 4.8703, 4.7299)
C (2.3791, 5.9416, 4.4211)
O (1.1785, 5.4284, 5.0437)
C (0.1095, 5.2229, 4.1045)
C (-0.7597, 3.9049, 4.3843)
C (-0.3366, 2.6359, 3.8765)
Cl (1.1203, 2.1820, 2.9143)
C (-1.4927, 1.6349, 4.3294)
O (-1.4817, 0.4818, 3.8341)
O (-2.4074, 2.2541, 5.2204)
C (-2.1306, 3.6851, 5.1484)
O (-2.9336, 4.5050, 5.6264)
H (5.3285, 1.8756, 5.3211)
H (6.8515, 2.6190, 4.6090)
H (5.7613, 3.6252, 5.7688)
H (4.1270, 2.4921, 3.4491)
H (5.6693, 3.1627, 2.7051)
H (3.0178, 3.8796, 4.9619)
H (4.1076, 5.2379, 5.6616)
H (2.6659, 6.9574, 4.8907)
H (2.3119, 6.1170, 3.2985)
H (0.4202, 5.1833, 3.0080)
H (-0.6274, 6.1126, 4.2002)
O (2.5708, 9.6534, 1.6241)
C (3.5142, 8.9054, 1.6461)
C (4.8991, 9.2229, 1.1518)
C (5.5265, 7.8479, 1.0585)
C (4.7925, 7.0795, 2.1330)
O (3.4779, 7.6497, 2.1702)
H (5.4047, 9.8525, 1.8880)
H (4.8655, 9.7167, 0.1808)
H (6.6094, 7.8495, 1.1946)
H (5.3105, 7.4120, 0.0778)
H (5.2531, 7.1989, 3.1181)
H (4.7262, 6.0175, 1.9017)
O (-0.8012, -4.8705, 1.9007)
C (-0.9073, -4.4613, 3.0305)
C (-1.8127, -3.3464, 3.4813)
C (-1.2527, -3.0145, 4.8474)
C (-0.6797, -4.3388, 5.2948)
O (-0.2413, -4.9854, 4.0938)
H (-2.8373, -3.7217, 3.5410)
H (-1.7532, -2.4940, 2.8051)
H (-1.9934, -2.6101, 5.5391)
H (-0.4495, -2.2780, 4.7455)
H (-1.4279, -4.9735, 5.7791)
H (0.1662, -4.2103, 5.9722)
O (-3.3972, -0.2014, -2.0338)
C (-2.8447, -1.1901, -1.6127)
C (-3.3469, -2.0633, -0.4945)
C (-2.1150, -2.8700, -0.1428)
C (-1.3776, -2.9270, -1.4596)
O (-1.6894, -1.6945, -2.1205)
H (-4.1542, -2.6965, -0.8714)
H (-3.6890, -1.4630, 0.3488)
H (-2.3382, -3.8547, 0.2687)
H (-1.5168, -2.3248, 0.5940)
H (-1.7141, -3.7552, -2.0902)
H (-0.2977, -3.0063, -1.3187)
O (3.9991, 2.1339, -0.0202)
C (3.4822, 1.0776, -0.2845)
C (3.1557, 0.5787, -1.6660)
C (2.1993, -0.5573, -1.3741)
C (2.6577, -1.0298, -0.0147)
O (3.1478, 0.1411, 0.6464)
H (4.0730, 0.2273, -2.1446)
H (2.6833, 1.3578, -2.2642)
H (2.2100, -1.3448, -2.1287)
H (1.1782, -0.1686, -1.3072)
H (3.4706, -1.7596, -0.0808)
H (1.8402, -1.4631, 0.5650)
O (-7.6488, -3.6224, -5.9810)
C (-7.1850, -3.0080, -5.0550)
C (-6.0933, -1.9761, -5.1435)
C (-5.6594, -1.8475, -3.6991)
C (-6.9265, -2.1791, -2.9470)
O (-7.6163, -3.1278, -3.7694)
H (-6.5144, -1.0437, -5.5269)
H (-5.2780, -2.3209, -5.7793)
H (-5.2544, -0.8663, -3.4484)
H (-4.8905, -2.5960, -3.4790)
H (-7.5692, -1.3045, -2.8092)
H (-6.7188, -2.6218, -1.9709)
O (1.4038, 0.9426, -4.8020)
C (0.8858, -0.1149, -5.0616)
C (0.5589, -0.6190, -6.4423)
C (-0.3972, -1.7552, -6.1473)
C (0.0620, -2.2217, -4.7864)
O (0.5520, -1.0467, -4.1302)
H (1.4764, -0.9720, -6.9193)
H (0.0871, 0.1588, -7.0426)
H (-0.3863, -2.5457, -6.8997)
H (-1.4188, -1.3669, -6.0811)
H (0.8755, -2.9515, -4.8492)
H (-0.7538, -2.6514, -4.2060)
O (-1.6072, -4.4030, -4.0344)
C (-1.7720, -5.5980, -3.9841)
C (-2.9013, -6.2998, -3.2805)
C (-2.3943, -7.7240, -3.2082)
C (-1.5103, -7.8166, -4.4294)
O (-0.9687, -6.5014, -4.6031)
H (-3.8053, -6.2191, -3.8892)
H (-3.0665, -5.8807, -2.2875)
H (-3.1881, -8.4725, -3.1935)
H (-1.7920, -7.8536, -2.3035)
H (-2.0711, -8.0843, -5.3298)
H (-0.6985, -8.5330, -4.2931)

Calculated values
HOMO-LUMO gap	8.26	eV
SMILES string	CCOCCOCC1=C(Cl)C(=O)OC1=O.O=C1CCCO1.O=C1CCCO1.O=C1CCCO1.O=C1CCCO1.O=C1CCCO1.O=C1CCCO1.O=C1CCCO1
largest force on an atom	5.3	eV/A
relative energy (zero: lowest compared OMol25 entry of this formula, charge and spin)	2.9401	eV
total charge	0


DFT (wB97M-V/def2-TZVPD) results for a molecular structure, C37H53Ge2N3OSTi.

Positions of all 98 atoms, in Å:
Ti (0.5054, 0.1439, -0.0619)
C (0.4725, -0.9622, -3.0110)
N (0.9523, 0.2490, -2.2719)
C (0.3423, 1.4312, -2.9318)
C (2.4152, 0.2443, -2.3948)
C (3.0669, 0.3192, -3.6164)
C (4.4395, 0.1330, -3.6639)
C (5.1438, -0.1683, -2.5038)
C (4.4940, -0.2293, -1.2818)
C (3.1273, 0.0228, -1.2248)
N (2.3830, 0.0878, -0.0188)
C (2.8219, 0.9342, 1.0362)
C (3.9392, 1.7679, 0.9862)
C (4.2474, 2.5747, 2.0692)
C (3.4476, 2.5818, 3.2063)
C (2.3200, 1.7775, 3.2532)
C (2.0055, 0.9696, 2.1691)
N (0.8478, 0.0759, 2.1538)
C (1.2662, -1.2320, 2.7426)
C (-0.2937, 0.6001, 2.9388)
H (0.8360, -0.9104, -4.0377)
H (-0.6137, -0.9839, -3.0066)
H (0.8571, -1.8628, -2.5341)
H (0.4211, 1.3386, -4.0166)
H (0.8562, 2.3350, -2.6088)
H (-0.7136, 1.4835, -2.6629)
H (2.5167, 0.5003, -4.5297)
H (4.9567, 0.1958, -4.6100)
H (6.2061, -0.3568, -2.5503)
H (5.0398, -0.4624, -0.3782)
H (4.5657, 1.7929, 0.1073)
H (5.1251, 3.2035, 2.0230)
H (3.7028, 3.2020, 4.0535)
H (1.6965, 1.7706, 4.1362)
H (1.6283, -1.0464, 3.7554)
H (2.0542, -1.6684, 2.1322)
H (0.4123, -1.9061, 2.7601)
H (-0.1966, 0.3232, 3.9905)
H (-1.2184, 0.1740, 2.5516)
H (-0.3305, 1.6861, 2.8760)
C (-2.5955, -1.9640, 3.3865)
Ge (-2.9594, -1.7871, 1.4659)
C (-3.8478, -0.0635, 1.1284)
C (-4.1181, -3.2697, 0.9615)
Ge (-0.9621, -1.9917, 0.0012)
C (0.1977, -3.4641, 0.5799)
C (1.4863, -3.6227, 0.0742)
C (2.2654, -4.7131, 0.4331)
C (1.7622, -5.6648, 1.3095)
C (0.4782, -5.5260, 1.8139)
C (-0.2981, -4.4342, 1.4496)
C (-1.8093, -2.6250, -1.6442)
C (-2.9012, -1.9246, -2.1610)
C (-3.5381, -2.3487, -3.3174)
C (-3.0888, -3.4888, -3.9709)
C (-2.0130, -4.1983, -3.4594)
C (-1.3744, -3.7699, -2.3025)
H (-3.4837, -2.4022, 3.8417)
H (-2.4230, -1.0071, 3.8751)
H (-1.7576, -2.6261, 3.5981)
H (-4.3378, 0.2890, 2.0349)
H (-4.6065, -0.1680, 0.3545)
H (-3.1314, 0.6944, 0.8021)
H (-5.0882, -3.1097, 1.4317)
H (-3.7144, -4.2128, 1.3251)
H (-4.2529, -3.3400, -0.1146)
H (1.9065, -2.8896, -0.6151)
H (3.2612, -4.8234, 0.0267)
H (2.3653, -6.5158, 1.5915)
H (0.0772, -6.2712, 2.4870)
H (-1.3029, -4.3566, 1.8488)
H (-3.2719, -1.0368, -1.6563)
H (-4.3872, -1.8002, -3.7019)
H (-3.5845, -3.8297, -4.8685)
H (-1.6716, -5.0953, -3.9584)
H (-0.5430, -4.3471, -1.9121)
C (-4.3079, 4.0193, 0.9008)
C (-3.2189, 4.6846, 0.0743)
C (-2.2522, 3.6858, -0.5619)
S (-1.2235, 2.9369, 0.7055)
O (-0.6758, 1.6475, 0.0028)
C (0.1743, 4.0635, 0.7919)
C (1.1289, 4.0580, -0.3929)
C (2.2449, 5.0737, -0.1560)
H (-5.0168, 4.7630, 1.2586)
H (-3.9057, 3.5033, 1.7738)
H (-4.8591, 3.2915, 0.3052)
H (-2.6676, 5.4181, 0.6700)
H (-3.6552, 5.2519, -0.7501)
H (-1.5976, 4.1353, -1.3078)
H (-2.7872, 2.8455, -1.0083)
H (0.6915, 3.8184, 1.7230)
H (-0.3076, 5.0377, 0.9268)
H (0.5976, 4.2925, -1.3179)
H (1.5628, 3.0577, -0.5088)
H (1.8438, 6.0747, -0.0034)
H (2.9169, 5.1112, -1.0117)
H (2.8310, 4.8048, 0.7222)

Calculated values
HOMO-LUMO gap	6.94	eV
largest force on an atom	0.7	eV/A
relative energy (zero: lowest compared OMol25 entry of this formula, charge and spin)	0.1848	eV
total charge	+2


DFT (wB97M-V/def2-TZVPD) results for a molecular structure, C37H54AlBeBr5ClF6MgN3O11.

Positions of all 120 atoms, in Å:
C (-0.3974, -1.2320, 4.1026)
C (-0.2875, -1.5091, 2.4578)
O (0.4807, -2.7275, 2.1512)
C (-0.3248, -3.6863, 1.3500)
C (-0.1155, -3.3756, -0.2510)
O (-1.3749, -3.5700, -1.0270)
C (-2.2127, -2.3592, -0.9634)
C (-1.7542, -1.2031, -2.0329)
O (-2.2825, 0.0938, -1.5826)
C (-1.2294, 0.9694, -1.0390)
C (-1.1179, 2.2953, -1.9950)
C (-2.4472, 3.2362, -1.6076)
O (-2.3907, 4.5416, -1.8920)
O (-3.6558, 2.7290, -0.9401)
C (-1.3591, 1.8391, -3.5576)
O (-0.6795, 0.8969, -4.2204)
O (-2.4750, 2.4859, -4.3254)
N (0.0815, 3.1739, -1.7579)
C (1.3183, 2.7413, -2.5030)
N (1.8544, 1.3746, -2.1416)
C (0.3454, 3.4619, -0.2996)
C (0.8010, 5.0699, -0.2308)
C (2.4150, 5.2616, -0.0113)
Cl (3.2620, 6.2253, -1.3776)
H (-1.2873, -0.4722, 4.2594)
H (0.6093, -0.7764, 4.4888)
H (-0.7005, -2.2482, 4.6124)
H (-1.4017, -1.5852, 2.0867)
H (0.2602, -0.6060, 1.9026)
H (0.1303, -4.7563, 1.5505)
H (-1.4569, -3.7367, 1.6863)
H (0.6336, -4.2002, -0.6698)
H (0.3287, -2.3069, -0.4752)
H (-2.2517, -1.8498, 0.0949)
H (-3.3333, -2.6533, -1.2335)
H (-0.6100, -1.2016, -2.2959)
H (-2.3218, -1.4526, -3.0528)
H (-1.6111, 1.3047, 0.0414)
H (-0.2288, 0.3927, -0.8584)
H (1.2373, 2.8410, -3.6874)
H (2.1747, 3.5169, -2.2013)
H (1.7936, 1.1661, -1.1199)
H (1.3930, 0.5987, -2.6642)
H (-0.5426, 3.2390, 0.4279)
H (1.2842, 2.8712, 0.1410)
H (0.1951, 5.6831, 0.5605)
H (0.5386, 5.5507, -1.2915)
H (3.0080, 4.2454, 0.0858)
H (2.5561, 5.8591, 1.0019)
F (2.4151, 11.5361, -5.6163)
C (2.2586, 10.2722, -5.2008)
C (1.1809, 9.5273, -5.6668)
C (1.0204, 8.2096, -5.2385)
C (1.9343, 7.6546, -4.3394)
C (3.0100, 8.4120, -3.8734)
C (3.1764, 9.7259, -4.3106)
H (0.4764, 9.9779, -6.3584)
H (0.1855, 7.6163, -5.6030)
H (1.8063, 6.6282, -4.0021)
H (3.7178, 7.9792, -3.1705)
H (4.0118, 10.3260, -3.9655)
C (0.6181, -4.8712, 8.6701)
C (0.4236, -3.7893, 9.5283)
C (0.7767, -2.5030, 9.1214)
C (1.3158, -2.2972, 7.8511)
C (1.5068, -3.3786, 6.9915)
C (1.1623, -4.6661, 7.4020)
H (0.3460, -5.8739, 8.9889)
H (-0.0028, -3.9489, 10.5155)
H (0.6313, -1.6612, 9.7929)
H (1.5864, -1.2942, 7.5320)
H (1.9253, -3.2177, 6.0010)
H (1.3164, -5.5091, 6.7341)
Be (4.1438, 4.5348, 1.0008)
F (-4.9159, -3.7624, -6.5302)
Al (-4.7286, -2.5836, -5.1815)
F (-3.1198, -2.8109, -4.4046)
F (-6.0272, -2.8539, -3.9632)
F (-4.8515, -0.9072, -5.8281)
C (2.7287, -7.2182, -0.5785)
C (2.9531, -7.8431, 0.7922)
C (1.6918, -8.4778, 1.3774)
C (0.6402, -7.4864, 1.6449)
N (-0.1911, -6.7036, 1.8473)
H (2.0080, -6.3960, -0.5313)
H (3.6690, -6.8135, -0.9664)
H (2.3581, -7.9608, -1.2923)
H (3.3453, -7.0810, 1.4762)
H (3.7251, -8.6170, 0.7000)
H (1.9532, -8.9819, 2.3153)
H (1.3128, -9.2498, 0.6979)
Mg (1.6352, -0.1251, 2.2502)
Br (-0.8431, 11.6904, -3.3694)
C (-2.6697, 11.9023, -4.0193)
C (-3.0190, 10.8325, -5.0276)
Br (-2.2158, 11.2097, -6.7643)
H (-2.7510, 12.9173, -4.4178)
H (-3.2997, 11.8144, -3.1297)
H (-4.0970, 10.8127, -5.2114)
H (-2.6869, 9.8332, -4.7327)
C (6.8303, -8.7072, 2.4639)
Br (5.4263, -8.8800, 3.7993)
Br (6.8998, -10.2513, 1.2827)
Br (6.6829, -7.0416, 1.4700)
H (7.7825, -8.6743, 3.0035)
C (4.1693, -5.6812, 3.7442)
O (3.6555, -5.1845, 2.6290)
H (3.6572, -5.4352, 4.6901)
H (4.2329, -6.7796, 3.8261)
H (5.2058, -5.3975, 3.9935)
C (-7.3596, -1.7445, -0.4916)
C (-6.3420, -1.0143, 0.3165)
O (-5.5499, -2.0462, 0.8592)
C (-5.6171, -3.0598, -0.0490)
O (-4.8528, -4.0101, -0.0718)
O (-6.6417, -2.8777, -0.9370)
F (-6.9256, -0.3446, 1.3357)
H (-8.2191, -2.0703, 0.1036)
H (-7.7221, -1.1530, -1.3367)
H (-5.7116, -0.3331, -0.2649)

Calculated values
HOMO-LUMO gap	2.04	eV
largest force on an atom	8.1	eV/A
total charge	0


DFT (wB97M-V/def2-TZVPD) results for a molecular structure, C37H54Br6HfN5O7.

Positions of all 110 atoms, in Å:
Hf (-8.0517, -5.3732, 18.3396)
C (-8.3960, -6.6010, 22.3981)
C (-6.8866, -6.2657, 22.4726)
C (-6.2506, -7.3654, 23.2918)
C (-4.7083, -7.3726, 23.2849)
C (-4.1807, -7.2537, 21.8489)
C (-4.8332, -6.0792, 21.0290)
N (-6.2985, -6.1683, 21.1439)
O (-6.9281, -5.2657, 20.3137)
C (-4.3417, -6.3641, 19.6141)
C (-4.2091, -4.7352, 21.4688)
C (-6.8297, -5.0232, 23.3728)
H (-8.7146, -7.1171, 21.4935)
H (-9.0305, -5.7489, 22.6556)
H (-8.6330, -7.1917, 23.2881)
H (-6.6395, -8.2897, 22.8512)
H (-6.3953, -7.4055, 24.3711)
H (-4.3293, -8.2320, 23.8425)
H (-4.3733, -6.5603, 23.9393)
H (-4.3669, -8.2518, 21.4406)
H (-3.0943, -7.1691, 21.8851)
H (-4.7424, -5.6618, 18.8703)
H (-4.6081, -7.3376, 19.1982)
H (-3.2727, -6.1827, 19.5162)
H (-4.8555, -3.8642, 21.3797)
H (-3.2073, -4.6527, 21.0510)
H (-3.9866, -4.7217, 22.5424)
H (-7.3040, -5.1582, 24.3458)
H (-7.0987, -4.1048, 22.8477)
H (-5.8274, -4.7946, 23.7588)
C (-7.8401, -3.7838, 14.5471)
C (-8.2304, -3.0043, 15.7974)
C (-9.1420, -1.8214, 15.4731)
O (-8.5741, -3.8055, 16.9100)
H (-6.9856, -4.4167, 14.8034)
H (-7.4481, -3.0607, 13.8318)
H (-8.5897, -4.4318, 14.0929)
H (-7.2743, -2.5976, 16.1537)
H (-10.0367, -2.1426, 14.9283)
H (-8.6702, -1.2061, 14.7091)
H (-9.4536, -1.3341, 16.3935)
C (-4.7649, -7.6104, 16.3826)
C (-6.1713, -7.2980, 15.9409)
C (-7.0048, -8.5139, 15.5672)
O (-6.8071, -6.4130, 16.8754)
H (-4.2045, -6.7266, 16.6869)
H (-4.3001, -8.0725, 15.5076)
H (-4.6881, -8.3046, 17.2271)
H (-6.0077, -6.7069, 15.0322)
H (-7.7630, -8.4251, 14.7949)
H (-7.4539, -8.9893, 16.4405)
H (-6.2393, -9.2553, 15.3205)
N (-4.3773, -6.0260, 10.7189)
C (-5.7263, -5.9305, 10.9806)
C (-5.9052, -5.8053, 12.3242)
C (-4.6051, -5.7569, 12.9225)
C (-3.7158, -6.0040, 11.9231)
H (-3.9590, -6.1345, 9.8152)
H (-6.4413, -6.1405, 10.2021)
H (-6.8562, -5.7414, 12.8247)
H (-4.4636, -5.6246, 13.9830)
H (-2.6387, -6.0449, 11.8767)
N (0.2479, -9.6091, 19.1544)
C (-0.9266, -10.1370, 18.7078)
C (-1.9748, -9.4296, 19.2313)
C (-1.3899, -8.3813, 19.9702)
C (-0.0188, -8.4581, 19.8643)
H (1.1647, -9.9300, 18.9022)
H (-0.8643, -11.0200, 18.0912)
H (-2.9912, -9.5673, 18.8973)
H (-1.8805, -7.5906, 20.5131)
H (0.6992, -7.7726, 20.2811)
C (-9.5424, -11.6614, 15.0692)
Br (-10.0455, -11.4903, 13.1733)
Br (-7.8915, -12.6784, 15.1879)
Br (-10.9861, -12.6691, 15.9546)
H (-9.5278, -10.6790, 15.5044)
C (-3.8865, -13.1208, 16.2105)
Br (-4.4100, -13.7076, 14.4153)
Br (-4.6787, -14.1883, 17.6010)
Br (-4.3053, -11.2388, 16.4586)
H (-2.8346, -13.3631, 16.1531)
C (-1.1205, -5.9080, 15.3421)
C (-1.0428, -6.3817, 16.6512)
C (0.0086, -5.9646, 17.4413)
C (1.0028, -5.1285, 16.9631)
C (0.8811, -4.6185, 15.6823)
C (-0.1350, -5.0539, 14.8545)
N (2.0710, -4.6928, 17.8616)
O (2.6590, -3.6728, 17.5788)
O (2.3192, -5.3241, 18.8647)
H (-1.9638, -6.1924, 14.7248)
H (-1.7565, -7.1332, 16.9625)
H (0.1944, -6.4179, 18.4065)
H (1.6471, -3.9544, 15.3030)
H (-0.2847, -4.7534, 13.8263)
C (-6.6575, -11.9171, 21.0706)
C (-7.7893, -12.1849, 20.3045)
C (-8.4409, -11.1546, 19.6568)
C (-7.9741, -9.8587, 19.8009)
C (-6.8377, -9.5869, 20.5418)
C (-6.1095, -10.6342, 21.0952)
N (-8.4753, -8.8587, 18.8773)
O (-9.1805, -9.1739, 17.9655)
O (-8.1286, -7.6734, 19.0289)
H (-6.1732, -12.7106, 21.6247)
H (-8.1617, -13.1987, 20.3562)
H (-9.1215, -11.5394, 18.9060)
H (-6.4237, -8.5893, 20.6466)
H (-5.2023, -10.4644, 21.6570)

Calculated values
HOMO-LUMO gap	5.03	eV
largest force on an atom	6.5	eV/A
total charge	+1